A) DFT (wB97M-V/def2-TZVPD) results for a cluster of 8 separate species, C23H46N2O22S2 in total.

## Properties
Frontier orbital gap   8.9 eV
LUMO energy   -1.37 eV
Multiplicity   1

Last column: Mulliken charge in e.
Geometry (Å):
C  -3.47  -3.13  -2.70  -0.93
N  -3.88  -1.90  -3.39  0.17
C  -4.23  -2.17  -4.81  -0.79
C  -5.13  -1.27  -2.69  -1.70
C  -2.72  -0.91  -3.26  -1.34
C  -2.26  -0.39  -1.87  0.31
O  -1.57  0.82  -1.97  -0.62
H  -4.21  -3.83  -2.39  0.44
H  -3.06  -3.04  -1.56  0.11
H  -2.68  -3.58  -3.10  0.60
H  -4.41  -1.09  -5.04  0.38
H  -5.14  -2.78  -4.87  0.35
H  -3.44  -2.66  -5.35  0.32
H  -6.03  -1.73  -2.81  0.53
H  -5.36  -0.43  -2.94  0.93
H  -5.12  -1.19  -1.64  0.45
H  -3.00  -0.20  -3.88  0.46
H  -2.08  -1.46  -3.98  0.51
H  -1.74  -1.03  -1.23  0.54
H  -3.25  -0.05  -1.28  0.02
H  -0.94  1.06  -1.24  0.25
N  0.14  0.68  0.62  0.54
O  -0.89  0.43  1.21  -0.39
O  1.12  -0.12  0.57  -0.53
O  0.19  1.87  0.12  -0.55
O  5.91  0.63  -3.00  -0.64
S  5.07  1.53  -2.27  1.17
O  5.46  2.77  -1.68  -0.62
O  3.90  1.95  -3.37  -0.19
C  4.35  2.23  -4.69  -0.53
C  3.05  2.86  -5.40  -1.41
C  4.15  0.61  -1.04  -1.66
H  4.62  1.45  -5.13  0.48
H  5.25  2.90  -4.59  0.43
H  2.41  2.00  -5.63  0.26
H  3.41  3.20  -6.25  0.56
H  2.66  3.71  -4.95  0.38
H  3.70  -0.34  -1.38  0.28
H  3.34  1.11  -0.67  0.24
H  4.51  0.32  -0.21  1.24
O  3.28  -2.22  5.02  -0.56
S  2.04  -2.73  4.68  1.20
O  1.73  -4.06  5.21  -0.67
O  0.70  -1.86  5.23  -0.24
C  0.93  -0.96  6.34  -0.14
C  -0.43  -0.53  7.05  -1.21
C  1.77  -2.55  2.98  -0.55
H  1.51  0.09  6.18  0.15
H  1.58  -1.54  6.94  0.44
H  -1.03  -1.42  7.07  0.37
H  -0.97  0.05  6.34  0.31
H  -0.29  -0.14  8.16  0.30
H  2.67  -2.92  2.54  0.51
H  1.87  -1.44  2.67  -0.01
H  0.78  -2.94  2.42  0.10
C  -2.77  3.35  0.27  0.74
C  -1.68  4.32  -0.11  -0.01
O  -2.36  5.26  -0.80  -0.32
C  -3.64  5.10  -0.79  0.56
O  -4.59  5.80  -1.33  -0.64
O  -4.01  4.00  -0.15  -0.38
H  -3.00  3.04  1.37  0.19
H  -2.57  2.56  -0.39  -0.46
H  -0.82  3.93  -0.76  0.15
H  -1.35  4.72  0.82  0.21
C  1.40  -1.13  -2.50  -0.24
C  1.91  -2.49  -1.80  -0.14
O  3.18  -2.70  -2.61  -0.41
C  3.31  -1.84  -3.57  0.66
O  3.99  -1.99  -4.60  -0.62
O  2.44  -0.85  -3.44  -0.40
H  1.20  -0.61  -1.79  -0.09
H  0.54  -1.35  -2.90  0.77
H  1.25  -3.28  -2.13  0.41
H  2.35  -2.52  -0.72  0.12
C  -1.73  -2.00  2.61  0.58
C  -3.04  -1.20  2.54  -0.40
O  -4.04  -2.12  2.93  -0.41
C  -3.50  -3.27  3.29  0.58
O  -4.11  -4.18  3.82  -0.60
O  -2.20  -3.22  3.13  -0.41
H  -1.32  -1.52  3.42  0.09
H  -1.00  -2.07  1.72  -0.14
H  -3.20  -0.96  1.58  0.07
H  -3.05  -0.25  2.85  0.59
C  2.05  2.66  2.53  0.15
C  2.58  1.33  3.12  0.86
O  3.70  1.81  3.78  -0.41
C  3.75  3.21  3.81  0.53
O  4.75  3.84  4.17  -0.61
O  2.85  3.74  3.11  -0.31
H  0.89  2.72  2.68  0.07
H  2.18  2.77  1.46  0.01
H  2.93  0.59  2.30  -0.25
H  1.95  1.06  3.95  -0.13

B) DFT (wB97M-V/def2-TZVPD) results for a cluster of 8 separate species, C23H46N2O22S2 in total.

## Properties
Frontier orbital gap   9.1 eV
LUMO energy   -0.35 eV
Multiplicity   1

Last column: Mulliken charge in e.
Geometry (Å):
C  28.71  23.79  8.25  -0.73
N  28.46  22.45  8.80  0.59
C  27.59  21.71  7.70  -0.75
C  29.66  21.74  9.07  -2.81
C  27.55  22.55  10.04  -0.96
C  28.33  23.20  11.27  -0.27
O  27.54  22.95  12.39  -0.59
H  29.24  24.57  8.89  0.33
H  27.72  24.34  7.93  0.36
H  29.30  23.65  7.18  0.26
H  27.17  20.84  8.21  0.38
H  28.22  21.24  6.90  0.26
H  26.73  22.30  7.26  0.33
H  30.11  21.28  8.11  0.23
H  29.58  20.96  9.64  1.58
H  30.35  22.29  9.66  0.47
H  27.25  21.68  10.22  0.72
H  26.71  23.13  9.76  0.58
H  28.12  24.28  11.03  0.35
H  29.48  23.13  11.26  0.13
H  27.57  21.99  12.82  0.39
N  33.75  19.31  8.02  0.56
O  34.14  18.26  7.29  -0.51
O  34.49  19.56  9.08  -0.57
O  32.46  19.59  8.12  -0.37
O  35.05  16.88  -0.02  -0.62
S  34.00  16.41  0.86  1.12
O  34.20  15.09  1.57  -0.65
O  33.96  17.47  2.12  -0.24
C  34.85  17.03  3.19  -0.24
C  34.96  18.14  4.09  -0.73
C  32.45  16.54  0.22  -1.18
H  35.87  16.76  2.84  0.43
H  34.31  16.16  3.64  0.22
H  33.95  18.43  4.21  0.01
H  35.52  19.07  3.80  0.25
H  35.22  17.80  5.10  0.29
H  31.62  16.86  1.16  0.19
H  32.09  15.82  -0.08  0.64
H  32.24  17.22  -0.51  0.48
O  30.30  14.76  8.27  -0.59
S  31.30  13.76  8.39  1.37
O  31.97  13.30  7.20  -0.64
O  32.44  14.43  9.31  -0.35
C  33.05  15.52  8.67  -0.26
C  34.32  15.86  9.51  -0.93
C  30.65  12.35  9.33  -1.14
H  32.58  16.48  8.71  0.02
H  33.03  15.29  7.61  0.68
H  34.69  16.86  9.06  0.15
H  35.22  15.25  9.68  0.40
H  33.88  16.00  10.50  0.19
H  29.89  11.71  8.77  0.33
H  30.17  12.63  10.16  0.39
H  31.51  11.79  9.48  0.39
C  35.08  21.52  6.01  -0.21
C  34.78  22.65  6.84  -0.05
O  33.33  22.80  6.84  -0.33
C  32.83  22.06  5.95  0.70
O  31.54  21.93  5.76  -0.67
O  33.80  21.33  5.41  -0.20
H  35.53  20.71  6.50  0.20
H  35.91  21.51  5.13  0.34
H  35.33  23.55  6.58  0.26
H  34.92  22.45  7.92  0.01
C  30.38  17.81  6.10  0.52
C  31.26  18.29  4.89  0.38
O  30.80  17.56  3.86  -0.35
C  30.02  16.52  4.28  0.62
O  29.55  15.73  3.42  -0.68
O  29.82  16.57  5.50  -0.30
H  29.66  18.69  6.21  -0.22
H  30.84  17.63  6.91  0.02
H  32.29  18.01  5.15  -0.45
H  31.18  19.32  4.67  0.43
C  32.15  18.30  12.26  -0.26
C  31.10  18.23  11.19  0.54
O  30.05  19.08  11.51  -0.32
C  30.26  19.65  12.64  0.63
O  29.51  20.38  13.31  -0.60
O  31.39  19.15  13.30  -0.38
H  33.19  18.65  12.14  0.17
H  32.07  17.20  12.76  0.31
H  30.64  17.17  11.20  0.37
H  31.57  18.61  10.24  -0.47
C  34.16  21.47  11.43  -0.77
C  32.92  21.58  10.79  1.29
O  32.17  22.48  11.64  -0.36
C  32.82  22.54  12.83  0.66
O  32.29  23.16  13.76  -0.59
O  33.83  21.67  12.76  -0.39
H  34.90  22.09  11.18  0.47
H  34.72  20.47  11.46  0.08
H  32.25  20.59  10.30  -0.75
H  33.08  22.06  9.91  0.37

Quick one: least stable of them? A)

A) DFT (wB97M-V/def2-TZVPD) results for a cluster of 2 separate species, C8H8N4O4 in total.

## Properties
Frontier orbital gap   9.9 eV
LUMO energy   0.50 eV
SMILES   O=c1cc[nH]c(=O)[nH]1.O=c1cc[nH]c(=O)[nH]1
Multiplicity   1

Last column: natural (NBO) charge in e.
Geometry (Å):
O  -1.78  -0.73  1.15  -0.59
C  -1.95  -0.11  0.10  0.65
C  -3.28  0.12  -0.65  -0.36
C  -3.17  0.41  -1.96  0.04
N  -2.02  0.75  -2.64  -0.62
C  -0.82  0.77  -1.99  0.78
O  0.32  1.17  -2.37  -0.61
N  -0.83  0.38  -0.61  -0.63
H  -4.23  -0.07  -0.19  0.24
H  -4.06  0.68  -2.53  0.21
H  -2.04  0.87  -3.74  0.45
H  0.01  0.34  -0.14  0.41
O  0.41  -1.14  3.23  -0.55
C  1.20  -0.82  2.38  0.65
C  2.52  -1.41  2.11  -0.39
C  3.21  -1.04  1.05  0.06
N  2.78  0.02  0.22  -0.60
C  1.52  0.62  0.36  0.72
O  1.22  1.67  -0.14  -0.56
N  0.73  0.10  1.40  -0.67
H  2.75  -2.12  2.94  0.26
H  4.15  -1.53  0.76  0.23
H  3.42  0.36  -0.43  0.42
H  -0.06  0.70  1.69  0.45

B) DFT (wB97M-V/def2-TZVPD) results for a cluster of 2 separate species, C8H8N4O4 in total.

## Properties
Frontier orbital gap   9.0 eV
LUMO energy   -0.32 eV
SMILES   O=c1cc[nH]c(=O)[nH]1.O=c1cc[nH]c(=O)[nH]1
Multiplicity   1

Last column: natural (NBO) charge in e.
Geometry (Å):
O  -4.09  2.34  -0.34  -0.57
C  -3.80  1.11  -0.36  0.64
C  -4.58  -0.04  -0.04  -0.40
C  -3.97  -1.24  0.14  0.09
N  -2.64  -1.33  -0.08  -0.59
C  -1.71  -0.44  -0.38  0.76
O  -0.56  -0.71  -0.69  -0.62
N  -2.36  0.79  -0.60  -0.66
H  -5.65  0.25  0.32  0.26
H  -4.41  -2.16  0.67  0.23
H  -2.33  -2.29  0.59  0.42
H  -1.65  1.54  -0.78  0.44
O  3.32  2.81  0.15  -0.58
C  3.01  1.62  0.06  0.65
C  1.96  0.84  0.67  -0.42
C  2.13  -0.47  0.69  0.10
N  3.15  -1.16  0.05  -0.63
C  4.34  -0.49  -0.39  0.80
O  5.26  -1.11  -0.76  -0.59
N  4.11  0.86  -0.48  -0.66
H  1.13  1.31  1.26  0.25
H  1.26  -1.10  1.04  0.23
H  3.24  -2.20  0.36  0.42
H  4.83  1.28  -1.08  0.43

Quick one: least stable of them? A)

A) DFT (wB97M-V/def2-TZVPD) results for the molecule C3H4N2O2.

## Properties
Frontier orbital gap   9.2 eV
LUMO energy   0.73 eV
SMILES   Nc1coc(=O)[nH]1
Multiplicity   1

Last column: natural (NBO) charge in e.
Geometry (Å):
N  -1.80  -0.42  -0.10  -0.80
C  -0.49  -0.09  0.17  0.28
C  0.05  1.04  0.64  -0.08
O  1.45  0.91  0.68  -0.48
C  1.69  -0.09  -0.19  0.89
O  2.63  -0.09  -0.91  -0.53
N  0.55  -0.97  -0.20  -0.68
H  -1.90  -0.95  -0.96  0.39
H  -2.44  0.35  -0.02  0.39
H  -0.25  2.07  0.49  0.21
H  0.67  -1.85  0.29  0.41

B) DFT (wB97M-V/def2-TZVPD) results for the molecule C3H4N2O2.

## Properties
Frontier orbital gap   9.3 eV
LUMO energy   0.32 eV
Multiplicity   1

Last column: natural (NBO) charge in e.
Geometry (Å):
O  -2.41  0.60  0.18  -0.66
C  -1.15  0.16  0.01  0.70
N  -0.12  0.99  0.33  -0.62
C  0.99  0.29  0.19  0.41
O  2.31  0.76  0.26  -0.67
C  1.14  -1.00  -0.18  -0.08
N  -0.90  -1.05  -0.42  -0.69
H  -2.35  1.46  0.63  0.51
H  2.52  1.05  -0.64  0.50
H  1.72  -1.73  0.40  0.23
H  -1.75  -1.54  -0.74  0.40

C) DFT (wB97M-V/def2-TZVPD) results for the molecule C3H4N2O2.

## Properties
Frontier orbital gap   9.4 eV
LUMO energy   -0.65 eV
SMILES   C1=NOCON=C1
Multiplicity   1

Last column: natural (NBO) charge in e.
Geometry (Å):
C  -0.67  -0.62  -1.23  0.00
N  -1.54  -0.36  -0.34  -0.07
O  -0.79  -0.59  0.85  -0.42
C  -0.25  0.78  1.34  0.17
O  0.89  1.16  0.57  -0.43
N  1.53  -0.03  -0.02  -0.07
C  0.78  -0.59  -0.99  -0.02
H  -0.92  -0.51  -2.40  0.21
H  0.22  0.24  2.35  0.18
H  -0.86  1.72  1.38  0.21
H  1.62  -1.20  -1.50  0.24

Quick one: least stable of them? C)

A) DFT (wB97M-V/def2-TZVPD) results for the molecule C3H4N2O2.

## Properties
Frontier orbital gap   10.5 eV
LUMO energy   0.87 eV
SMILES   Cn1ncoc1=O
Multiplicity   1

Last column: natural (NBO) charge in e.
Geometry (Å):
C  -1.55  -0.33  -0.01  -0.40
N  -0.24  0.24  -0.28  -0.31
N  0.64  -0.67  -0.85  -0.29
C  1.76  -0.45  -0.28  0.32
O  1.75  0.54  0.64  -0.47
C  0.47  1.15  0.48  0.85
O  0.22  2.26  0.84  -0.55
H  -2.05  -0.54  -0.96  0.22
H  -1.41  -1.29  0.53  0.20
H  -2.17  0.33  0.60  0.23
H  2.67  -0.96  -0.54  0.21

B) DFT (wB97M-V/def2-TZVPD) results for a cluster of 2 separate species, C3H4N2O2 in total.

## Properties
Frontier orbital gap   9.8 eV
LUMO energy   0.54 eV
SMILES   C=C=[N+]([O-])O.C#N
Multiplicity   1

Last column: natural (NBO) charge in e.
Geometry (Å):
C  0.57  1.68  0.46  -0.39
C  -0.25  0.70  0.28  0.20
N  -1.26  -0.02  0.05  0.31
O  -2.19  -0.33  0.79  -0.49
O  -1.23  -0.68  -1.22  -0.58
H  1.54  1.53  0.90  0.24
H  0.32  2.69  0.17  0.23
H  -2.05  -1.21  -1.26  0.50
C  1.48  -1.45  -0.06  0.08
N  2.29  -1.03  0.62  -0.33
H  0.77  -1.88  -0.71  0.24

Quick one: least stable of them? B)

A) DFT (wB97M-V/def2-TZVPD) results for a cluster of 2 separate species, CH5OS in total.

## Properties
Frontier orbital gap   7.0 eV
LUMO energy   4.49 eV
Net charge   -1
Multiplicity   1

Last column: natural (NBO) charge in e.
Geometry (Å):
O  0.95  -1.36  1.81  -1.01
H  0.61  -1.16  0.90  0.50
C  -0.29  0.87  -1.03  -0.73
S  -0.83  -0.87  -0.81  -0.72
H  -1.08  1.47  -1.48  0.17
H  0.58  1.00  -1.67  0.17
H  -0.08  1.29  -0.05  0.18
H  0.14  -1.23  2.33  0.45

B) DFT (wB97M-V/def2-TZVPD) results for a cluster of 2 separate species, CH5OS in total.

## Properties
Frontier orbital gap   6.9 eV
LUMO energy   4.13 eV
Net charge   -1
Multiplicity   1

Last column: natural (NBO) charge in e.
Geometry (Å):
S  -1.47  -1.97  -1.24  -1.04
H  -1.68  -3.19  -0.62  0.09
C  0.60  1.12  0.49  -0.21
O  0.47  0.49  -0.67  -0.76
H  -0.30  0.97  1.12  0.15
H  0.57  2.21  0.30  0.14
H  1.57  0.88  1.08  0.12
H  0.23  -0.50  -0.47  0.51

C) DFT (wB97M-V/def2-TZVPD) results for a cluster of 2 separate species, CH5OS in total.

## Properties
Frontier orbital gap   7.1 eV
LUMO energy   4.24 eV
Net charge   -1
Multiplicity   1

Last column: natural (NBO) charge in e.
Geometry (Å):
S  1.57  2.04  0.40  -1.05
H  2.85  1.66  0.33  0.10
C  -0.81  -0.91  -0.29  -0.23
O  -1.01  0.09  0.64  -0.78
H  -1.36  -0.71  -1.23  0.13
H  0.25  -1.08  -0.51  0.17
H  -1.19  -1.86  0.10  0.14
H  -0.30  0.76  0.56  0.51

Quick one: least stable of them? B)